# 1
Density functional theory data (ωB97M-V/def2-TZVPD) for a cluster of 2 separate species, C9H13NO2 in total in a non-equilibrium geometry.

Summary:
Energy above the lowest of the compared OMol25 structures with the same formula, charge and spin = 46.2 kcal per mole
Molar mass = 167.21 g mol⁻¹
Gap between HOMO and LUMO = 9.08 eV
Structure (SMILES) = Cc1ccc(O)cc1.CC(N)=O

Last column: natural (NBO) charge in e.
CARTESIAN COORDINATES (ANGSTROEM)
C  -1.58154  0.92986  -2.55307  -0.620
C  -1.13150  -0.25223  -1.82185  -0.010
C  -0.43182  -1.23337  -2.51519  -0.222
C  0.14504  -2.19917  -1.62477  -0.227
C  -0.04583  -2.01604  -0.24826  0.245
O  0.83338  -2.72397  0.53814  -0.719
C  -0.84086  -1.05440  0.34234  -0.239
C  -1.53815  -0.15597  -0.45994  -0.222
H  -1.57664  0.74320  -3.57827  0.207
H  -0.81389  1.73481  -2.39543  0.209
H  -2.45740  1.37423  -2.24556  0.212
H  -0.38943  -1.32841  -3.60659  0.228
H  0.74957  -2.99550  -1.98927  0.208
H  1.02697  -3.65922  0.32598  0.491
H  -0.83809  -1.21113  1.48678  0.233
H  -2.01074  0.78620  -0.12545  0.227
C  0.12191  1.41807  2.51900  -0.730
C  1.55894  2.03204  2.44643  0.668
N  2.45774  1.19704  1.96095  -0.822
O  1.88372  3.14189  2.82879  -0.619
H  0.17193  0.55551  3.20251  0.231
H  -0.23311  1.12803  1.48595  0.230
H  -0.58471  2.22173  2.69246  0.241
H  3.40724  1.35555  1.63781  0.411
H  2.11724  0.21126  1.69651  0.389

***

# 2
Density functional theory data (ωB97M-V/def2-TZVPD) for a cluster of 2 separate species, C2H2NO3S in total in a non-equilibrium geometry.

Summary:
Energy above the lowest of the compared OMol25 structures with the same formula, charge and spin = 96.0 kcal per mole
Molar mass = 120.11 g mol⁻¹
Gap between HOMO and LUMO (alpha / beta) = 7.97 / 7.98 eV
Total charge = -1

Last column: natural (NBO) charge in e.
CARTESIAN COORDINATES (ANGSTROEM)
C  -0.28709  -0.00997  -0.23782  -0.226
C  -1.41283  -0.86000  -0.72829  0.638
N  1.99898  -0.15443  -0.10959  -0.779
O  -2.46142  -0.44080  -0.16247  -0.714
O  -1.27748  -1.85176  -1.48506  -0.690
O  0.56188  1.99185  1.12722  -0.987
S  -0.72097  1.25334  0.71344  1.071
H  1.75686  -0.73477  0.70178  0.327
H  1.84208  0.80652  0.18078  0.360

***

# 3
Density functional theory data (ωB97M-V/def2-TZVPD) for the ion C43H42N3 with charge +1 in a non-equilibrium geometry.

Summary:
Energy above the lowest of the compared OMol25 structures with the same formula, charge and spin = 0.0 kcal per mole
Molar mass = 600.83 g mol⁻¹
Gap between HOMO and LUMO = 7.97 eV
Structure (SMILES) = C[N+]1(C(c2ccc(N(c3ccccc3)c3ccccc3)cc2)c2ccc(N(c3ccccc3)c3ccccc3)cc2)CCCCC1
Total charge = +1

Last column: Löwdin charge in e.
CARTESIAN COORDINATES (ANGSTROEM)
C  -4.17593  -0.24121  -1.92997  0.042
N  -2.69082  -0.45080  -2.15352  -0.201
C  -1.97190  -0.72777  -0.89231  -0.167
C  -1.95401  0.41876  0.18000  -0.151
C  -2.76456  1.56662  0.24116  -0.052
C  -2.53806  2.55273  1.20379  0.011
C  -1.67467  2.30673  2.28419  -0.189
N  -1.50716  3.30227  3.25379  -0.032
C  -1.54144  3.05620  4.65557  -0.226
C  -2.77737  2.85781  5.29326  -0.009
C  -2.85041  2.80732  6.68808  -0.075
C  -1.68633  2.92646  7.45339  -0.083
C  -0.45324  3.12047  6.82059  -0.071
C  -0.39086  3.23229  5.42715  -0.018
C  -1.44794  4.67909  2.86326  -0.227
C  -0.20086  5.29733  2.76313  -0.008
C  -0.11485  6.62150  2.32200  -0.068
C  -1.28445  7.33604  2.03830  -0.084
C  -2.53461  6.74056  2.21731  -0.070
C  -2.61789  5.41114  2.65200  -0.030
C  -0.95177  1.09415  2.32602  0.028
C  -1.06958  0.21471  1.25373  -0.035
C  -0.55702  -1.33815  -1.12558  -0.230
C  -0.40191  -2.74065  -1.14767  -0.045
C  0.85591  -3.33704  -1.15216  0.012
C  2.01098  -2.53126  -1.22300  -0.187
N  3.27053  -3.11047  -1.11159  -0.006
C  4.45519  -2.46860  -1.54629  -0.222
C  5.62412  -2.60009  -0.78363  -0.006
C  6.83383  -2.10546  -1.26321  -0.066
C  6.89474  -1.54174  -2.54435  -0.085
C  5.74137  -1.45563  -3.32506  -0.078
C  4.51426  -1.88207  -2.82030  -0.029
C  3.43490  -4.48698  -0.74493  -0.253
C  3.52093  -5.46805  -1.74060  -0.010
C  3.84148  -6.78171  -1.39494  -0.067
C  4.10508  -7.10529  -0.05776  -0.075
C  4.05526  -6.11358  0.93027  -0.067
C  3.72546  -4.80418  0.58418  -0.029
C  1.86559  -1.12834  -1.27466  0.006
C  0.59995  -0.54633  -1.20430  -0.042
C  -2.11051  0.76401  -2.88435  -0.066
C  -2.77977  1.00121  -4.24543  -0.165
C  -2.73267  -0.24660  -5.11183  -0.181
C  -3.29619  -1.46355  -4.38704  -0.172
C  -2.62260  -1.69322  -3.04721  -0.101
H  -4.57123  -0.03544  -2.91779  0.083
H  -4.62748  -1.14912  -1.51685  0.128
H  -4.38516  0.58275  -1.26218  0.080
H  -2.52032  -1.56344  -0.41493  0.159
H  -3.58097  1.78712  -0.44644  0.086
H  -3.06598  3.51193  1.14529  0.108
H  -3.66926  2.76831  4.67378  0.115
H  -3.82114  2.68517  7.16943  0.106
H  -1.73867  2.85045  8.54138  0.107
H  0.46014  3.20653  7.41129  0.107
H  0.55519  3.43458  4.91942  0.109
H  0.69027  4.71808  3.01487  0.112
H  0.86399  7.08400  2.21271  0.106
H  -1.21889  8.36246  1.67600  0.106
H  -3.45130  7.29545  2.03046  0.105
H  -3.57948  4.92208  2.80456  0.116
H  -0.26772  0.89219  3.15637  0.126
H  -0.43058  -0.67315  1.26154  0.125
H  -1.28791  -3.39136  -1.11745  0.121
H  0.95329  -4.42552  -1.06925  0.120
H  5.56799  -3.08749  0.19054  0.109
H  7.72468  -2.17071  -0.64127  0.109
H  7.84397  -1.16100  -2.91803  0.105
H  5.78845  -1.05783  -4.34279  0.108
H  3.59693  -1.80565  -3.40626  0.117
H  3.34933  -5.17879  -2.77916  0.125
H  3.89664  -7.54465  -2.17619  0.109
H  4.35612  -8.13313  0.21415  0.108
H  4.28790  -6.35154  1.96932  0.109
H  3.72488  -4.00115  1.32274  0.123
H  2.75307  -0.49750  -1.29317  0.120
H  0.51056  0.54093  -1.16493  0.126
H  -2.22956  1.63781  -2.23097  0.129
H  -1.04252  0.55715  -3.01627  0.135
H  -3.80607  1.38853  -4.14585  0.120
H  -2.20362  1.79353  -4.74568  0.130
H  -3.24151  -0.08824  -6.06807  0.125
H  -1.68196  -0.44377  -5.35921  0.125
H  -4.38664  -1.40125  -4.30924  0.115
H  -3.09374  -2.34859  -5.00157  0.131
H  -1.57395  -1.93163  -3.21654  0.131
H  -3.09798  -2.51675  -2.49332  0.143

***

# 4
Density functional theory data (ωB97M-V/def2-TZVPD) for a structure of composition C5H7NO2 in a non-equilibrium geometry.

Summary:
Energy above the lowest of the compared OMol25 structures with the same formula, charge and spin = 130.7 kcal per mole
Molar mass = 113.12 g mol⁻¹
Gap between HOMO and LUMO = 7.12 eV

Last column: natural (NBO) charge in e.
CARTESIAN COORDINATES (ANGSTROEM)
C  1.02304  -0.27646  0.48439  0.167
C  1.07759  1.07990  0.36224  0.205
C  -0.47722  0.74294  -0.89924  0.001
C  -0.62481  -1.76203  -0.50922  -0.120
C  -1.77319  1.10963  -0.77216  -0.650
O  1.70919  -1.17849  1.26261  -0.697
O  1.83775  1.88314  1.09292  -0.650
N  -0.01762  -0.64064  -0.33934  -0.242
H  1.11990  -1.56519  1.92465  0.476
H  2.36268  1.39686  1.75755  0.466
H  0.06675  0.96969  -1.80536  0.215
H  -1.48505  -1.77072  -1.16042  0.222
H  -0.26477  -2.65500  -0.01927  0.199
H  -2.19808  1.79815  -1.48577  0.214
H  -2.35615  0.86823  0.10642  0.193